Density functional theory data (wB97M-V/def2-TZVPD) for a structure of composition C15H10AuBCl5N6 at a distorted geometry.

Output
Charge: -1
Orbital gap, eV: 8.12
Relative energy (zero: lowest compared OMol25 entry of this formula, charge and spin), kJ/mol: 0.00
DFT total energy, a.u.: -3367.77977
HOMO energy, eV: -5.53

Geometry as XYZ:
```
38
Properties=species:S:1:pos:R:3:nbo_charge:R:1
Au 0.937 0.738 -0.031 0.5329
C -1.725 -3.107 -1.645 -0.3718
C -1.044 -2.873 -0.459 -0.0717
N -1.305 -1.688 0.054 -0.2704
N -2.134 -1.101 -0.814 -0.3289
C -2.438 -1.955 -1.863 -0.0638
B -2.640 0.430 -0.711 0.5779
N -1.740 1.363 -1.543 -0.2990
C -2.090 2.036 -2.648 -0.0036
C -0.976 2.676 -3.144 -0.3753
C 0.045 2.252 -2.336 -0.0230
N -0.412 1.496 -1.370 -0.3361
N -2.457 0.913 0.766 -0.3307
C -3.070 0.277 1.802 -0.0402
C -2.640 0.890 2.964 -0.3664
C -1.726 1.882 2.515 -0.0925
N -1.675 1.893 1.169 -0.2818
H -1.687 -4.031 -2.220 0.2126
H -0.372 -3.599 0.089 0.1974
H -3.131 -1.666 -2.597 0.2029
H -3.715 0.434 -1.175 -0.0688
H -3.159 2.118 -2.927 0.2185
H -0.941 3.190 -4.100 0.2193
H 1.082 2.603 -2.395 0.2179
H -3.702 -0.540 1.530 0.2134
H -2.842 0.620 3.999 0.2145
H -1.047 2.650 2.945 0.2073
Cl 2.954 2.023 2.383 0.0350
C 3.541 0.569 1.737 -0.1230
C 2.713 -0.023 0.717 -0.3161
C 3.203 -1.258 0.275 -0.1028
Cl 2.299 -2.111 -0.943 0.0161
C 4.432 -1.791 0.690 -0.0842
Cl 4.996 -3.325 0.144 0.0174
C 5.249 -1.145 1.596 -0.1211
Cl 6.804 -1.711 1.955 0.0516
C 4.728 0.042 2.182 -0.0686
Cl 5.687 0.830 3.409 0.0051
```

=====

Density functional theory data (wB97M-V/def2-TZVPD) for an isolated molecule of C15H10BF4NO3 at a distorted geometry.

Output
Charge: 0
Orbital gap, eV: 8.69
Relative energy (zero: lowest compared OMol25 entry of this formula, charge and spin), kJ/mol: 0.00
SMILES: O=C(Nc1ccc2c(c1)B(O)OC2)c1ccc(F)cc1C(F)(F)F
DFT total energy, a.u.: -1282.52275
HOMO energy, eV: -8.58

Geometry as XYZ:
```
34
Properties=species:S:1:pos:R:3:nbo_charge:R:1
O -0.621 -0.195 2.157 -0.6053
C -0.500 0.643 1.285 0.6484
N -0.202 0.331 -0.033 -0.5967
C -0.121 -0.967 -0.549 0.1347
C -0.001 -2.019 0.363 -0.2230
C 0.209 -3.335 0.003 -0.1865
C 0.321 -3.603 -1.337 -0.0443
C 0.203 -2.565 -2.255 -0.3366
C -0.018 -1.248 -1.897 -0.2079
B 0.523 -3.355 -3.555 1.0781
O 0.466 -2.765 -4.807 -0.8867
O 0.934 -4.684 -3.395 -0.6712
C 0.693 -4.906 -2.006 -0.0814
C -0.590 2.053 1.747 -0.0749
C -1.347 2.207 2.896 -0.1485
C -1.474 3.420 3.515 -0.2744
C -0.849 4.547 3.055 0.4128
F -0.859 5.687 3.781 -0.3098
C -0.149 4.459 1.859 -0.2599
C 0.036 3.221 1.252 -0.1191
C 0.948 3.147 0.010 0.9730
F 1.824 2.170 0.228 -0.3086
F 1.546 4.329 -0.169 -0.3050
F 0.191 2.800 -1.031 -0.3196
H -0.039 1.087 -0.677 0.4139
H 0.001 -1.760 1.398 0.2632
H 0.306 -4.133 0.733 0.2128
H -0.149 -0.504 -2.673 0.2190
H 0.739 -3.314 -5.561 0.4957
H -0.115 -5.573 -1.932 0.1876
H 1.596 -5.355 -1.587 0.1901
H -1.761 1.316 3.345 0.2524
H -2.020 3.525 4.437 0.2328
H 0.278 5.339 1.399 0.2450
```

=====

Density functional theory data (wB97M-V/def2-TZVPD) for a cluster of 43 separate species, C15H110Br2IN2O48PS in total at a distorted geometry.

Output
Charge: 0
Orbital gap, eV: 8.87
DFT total energy, a.u.: -10543.76077
HOMO energy, eV: -9.30

Geometry as XYZ:
```
180
Properties=species:S:1:pos:R:3:mulliken_charge:R:1
C 2.793 5.909 1.107 -1.2480
C 2.516 4.464 0.704 -0.2985
C 1.026 4.239 0.386 -0.8548
I 0.826 5.280 -1.549 0.1393
N 0.608 2.779 0.285 1.5825
C -0.520 2.766 -0.840 -0.8918
O -0.309 2.056 -1.811 -0.5993
O -1.535 3.397 -0.544 -0.5944
C 1.686 1.810 0.038 -2.0157
O 2.356 1.993 -1.169 -0.5678
C 1.056 0.426 0.319 0.0476
C 1.105 -0.495 -0.887 -1.1822
S 1.041 -2.187 -0.308 1.1328
O 2.266 -2.500 0.394 -0.5938
O 0.870 -3.059 -1.445 -0.4593
C -0.269 0.573 1.171 0.6512
C -1.534 -0.036 0.503 -0.5793
C -2.566 0.880 -0.129 0.0196
C -3.640 -0.038 -0.788 -1.4110
Br -3.616 1.961 1.111 -0.0710
N 0.069 -0.354 2.297 0.3349
C -0.537 -0.301 3.419 0.9417
C -1.949 0.118 3.676 -0.8976
C 0.212 -0.818 4.625 -1.5023
C -0.165 2.126 1.419 -0.1931
P 0.808 2.742 2.958 0.3475
O 1.825 1.566 3.405 -0.3760
Br -0.664 3.068 4.628 -0.3746
H 3.751 5.923 1.629 0.4178
H 2.049 6.319 1.791 0.2394
H 2.896 6.574 0.256 0.2149
H 2.901 3.776 1.456 0.2673
H 3.071 4.268 -0.211 0.3289
H 0.394 4.834 1.032 0.7439
H 2.489 1.836 0.776 1.0783
H 3.132 1.425 -1.198 0.6610
H 1.746 -0.049 1.015 0.7788
H 2.069 -0.446 -1.390 0.6381
H 0.278 -0.393 -1.587 0.3197
H 0.034 -2.338 0.591 -0.1816
H -2.081 -0.705 1.166 -0.0507
H -1.245 -0.715 -0.301 0.6072
H -2.195 1.436 -0.974 0.1185
H -4.239 -0.506 -0.010 0.3916
H -4.290 0.596 -1.388 0.3971
H -3.149 -0.774 -1.422 0.3785
H -2.680 -0.520 3.188 0.1621
H -2.134 1.140 3.353 -0.0858
H -2.181 0.090 4.736 0.4071
H 1.042 -1.430 4.291 0.2962
H 0.527 0.005 5.260 0.1394
H -0.457 -1.480 5.177 0.4308
H -1.129 2.567 1.660 0.8604
H 2.718 1.763 3.087 0.4360
O 3.480 -0.135 -3.495 -0.6190
H 2.720 0.368 -3.814 0.2998
H 3.236 -1.063 -3.636 0.3731
O -0.136 6.128 3.430 -0.5607
H 0.097 5.931 4.342 0.2647
H -1.084 5.961 3.388 0.2912
O 2.543 8.168 -1.609 -0.6031
H 3.120 7.833 -2.304 0.3093
H 1.910 8.722 -2.076 0.2927
O -3.957 -1.909 4.841 -0.3427
H -3.769 -2.164 5.749 0.2033
H -4.904 -2.087 4.734 0.1999
O 0.782 -3.534 3.171 -0.5717
H 1.420 -3.813 2.502 0.3078
H 0.232 -2.874 2.735 0.0895
O -5.621 2.964 -1.745 -0.6559
H -5.324 3.694 -2.304 0.3776
H -4.898 2.862 -1.127 0.2399
O -6.674 -3.765 5.114 -0.6172
H -7.398 -3.321 4.659 0.3350
H -6.852 -4.698 4.969 0.2874
O 6.700 -0.181 -2.932 -0.5508
H 7.007 -0.479 -2.069 0.2993
H 5.742 -0.295 -2.891 0.2413
O -8.497 -1.601 6.035 -0.6464
H -9.082 -0.892 6.323 0.2647
H -8.034 -1.870 6.837 0.3405
O -6.313 -0.782 3.546 -0.5685
H -6.855 -0.252 4.138 0.2947
H -5.766 -0.139 3.081 0.2561
O -6.428 5.636 -3.157 -0.6103
H -6.656 6.033 -4.004 0.2734
H -7.275 5.350 -2.795 0.3245
O 9.971 -0.480 -3.685 -0.6082
H 9.015 -0.594 -3.660 0.2371
H 10.079 0.401 -4.059 0.3523
O 8.367 0.190 -6.139 -0.5533
H 7.820 0.510 -6.864 0.3017
H 7.725 -0.140 -5.497 0.2565
O 2.125 -5.986 1.187 -0.6535
H 1.161 -6.100 1.196 0.3250
H 2.251 -5.129 0.759 0.2430
O -5.056 7.595 -1.209 -0.6837
H -5.769 7.024 -1.526 0.3609
H -4.325 6.990 -1.058 0.2930
O 4.062 -2.606 -4.998 -0.5593
H 4.950 -2.233 -4.935 0.3107
H 3.885 -2.617 -5.943 0.1528
O -0.856 -6.266 1.212 -0.4228
H -1.380 -6.024 0.443 0.2383
H -1.512 -6.563 1.864 0.2883
O 0.427 5.918 -4.620 -0.6010
H -0.372 6.278 -5.014 0.3042
H 0.253 4.971 -4.593 0.2972
O -2.586 -8.095 2.658 -0.6414
H -3.289 -8.751 2.657 0.2797
H -1.774 -8.615 2.646 0.3140
O -9.445 -4.458 6.690 -0.6472
H -10.392 -4.608 6.573 0.3280
H -9.303 -3.570 6.338 0.3666
O -0.195 -5.720 -2.978 -0.6732
H 0.314 -5.638 -3.792 0.3095
H -0.012 -4.905 -2.497 0.3312
O -0.975 -5.877 4.631 -0.6165
H -1.441 -5.313 5.253 0.2960
H -0.472 -5.252 4.087 0.3201
O -11.955 -3.923 7.773 -0.6143
H -12.530 -3.211 8.069 0.2984
H -11.501 -4.211 8.573 0.3271
O 2.562 -5.983 -1.999 -0.5281
H 2.879 -6.234 -1.122 0.3436
H 1.601 -6.083 -1.943 0.1933
O -6.186 9.846 -2.596 -0.6296
H -6.004 9.091 -2.019 0.3666
H -5.723 10.577 -2.178 0.3028
O 5.521 -2.240 -7.668 -0.5370
H 6.403 -1.862 -7.600 0.2749
H 5.336 -2.249 -8.612 0.2866
O -1.784 4.383 -5.286 -0.6220
H -2.351 4.510 -6.052 0.2689
H -2.396 4.098 -4.590 0.5560
O 4.131 -3.222 -2.166 -0.6974
H 3.841 -3.561 -3.022 0.2282
H 3.318 -2.907 -1.766 0.3052
O 12.622 1.534 -3.394 -0.6746
H 11.909 0.887 -3.415 0.3285
H 13.421 1.005 -3.491 0.3350
O -1.103 1.010 7.471 -0.6756
H -1.061 1.669 6.764 0.1748
H -0.253 1.086 7.916 0.3243
O 4.984 0.335 -6.092 -0.4662
H 4.437 0.655 -6.820 0.3674
H 4.352 0.000 -5.443 0.1593
O -3.175 3.590 -3.293 -0.8860
H -3.268 2.654 -3.499 0.3737
H -2.720 3.600 -2.437 0.2622
O 2.310 -0.451 -6.661 -0.5852
H 1.589 -1.088 -6.690 0.3045
H 3.108 -0.982 -6.758 0.2881
O -2.040 3.641 8.524 -0.6295
H -2.026 2.674 8.476 0.3563
H -1.414 3.857 9.221 0.2998
O -8.677 -4.299 3.390 -0.6031
H -9.117 -4.032 2.573 0.2962
H -9.382 -4.662 3.939 0.2866
O 1.173 -8.709 -1.380 -0.6226
H 0.777 -8.121 -0.729 0.3067
H 1.687 -8.123 -1.948 0.3760
O 3.822 -0.166 2.943 -0.6028
H 3.121 -0.829 2.885 0.2565
H 4.637 -0.678 2.934 0.2864
O 11.361 -0.212 -7.742 -0.6372
H 11.680 0.482 -7.158 0.3091
H 10.571 -0.544 -7.300 0.3272
O -7.981 -3.846 0.338 -0.6209
H -7.924 -3.143 -0.316 0.3089
H -7.153 -3.787 0.827 0.3143
O -1.959 -3.265 3.105 -0.2904
H -2.183 -3.631 2.244 0.2014
H -2.803 -2.928 3.452 0.1758
O 3.921 2.207 -8.432 -0.6257
H 3.522 2.764 -7.754 0.3196
H 4.434 2.821 -8.967 0.3037
O 12.526 -0.249 -1.019 -0.6433
H 11.572 -0.373 -0.994 0.3026
H 12.640 0.635 -1.389 0.3488
```

=====

Density functional theory data (wB97M-V/def2-TZVPD) for a structure of composition C15H11AuClIN2O6S at a distorted geometry.

Output
Charge: 0
Orbital gap, eV: 6.85
Relative energy (zero: lowest compared OMol25 entry of this formula, charge and spin), kJ/mol: 38.54
DFT total energy, a.u.: -2430.88227
HOMO energy, eV: -8.40

Geometry as XYZ:
```
38
Properties=species:S:1:pos:R:3:nbo_charge:R:1
Au -0.290 -0.343 -0.553 1.5817
Cl 5.556 -0.280 3.257 0.0070
C 3.908 -0.248 2.698 -0.0329
C 2.886 -0.220 3.598 -0.2218
C 1.537 -0.221 3.174 -0.2465
I 0.009 -0.208 4.581 0.1819
C 1.217 -0.241 1.843 0.3570
O -0.046 -0.263 1.392 -0.7197
C 2.291 -0.232 0.920 0.0927
N 1.928 -0.229 -0.394 -0.4776
C 2.827 -0.317 -1.339 0.1073
C 4.201 -0.360 -1.031 -0.2561
C 4.599 -0.322 0.274 -0.1020
C 3.636 -0.263 1.310 -0.1082
H 3.110 -0.211 4.656 0.2438
H 2.464 -0.366 -2.360 0.2402
H 4.922 -0.421 -1.833 0.2362
H 5.649 -0.354 0.533 0.2373
O -2.377 -1.868 -0.299 -0.7439
C -3.530 -1.088 -0.356 -0.0994
C -3.244 0.408 -0.368 0.2428
C -4.325 1.284 -0.365 -0.2353
C -4.112 2.643 -0.389 -0.1252
C -2.807 3.124 -0.409 -0.2555
C -1.780 2.215 -0.403 0.0786
N -2.000 0.887 -0.381 -0.4682
H -2.248 -2.297 -1.182 0.5309
H -4.151 -1.289 0.519 0.1988
H -4.123 -1.314 -1.246 0.2113
H -5.328 0.874 -0.348 0.2316
H -4.949 3.329 -0.391 0.2302
H -2.589 4.182 -0.431 0.2377
H -0.746 2.530 -0.412 0.2203
O 0.268 -1.832 -4.181 -0.9412
S -0.416 -1.790 -2.929 2.5490
O 0.420 -2.225 -1.771 -1.0455
O -0.631 -0.268 -2.487 -0.9230
O -1.737 -2.408 -2.897 -1.0142
```